{"formula": "C36H34FI2N6O4PdS", "method": "wB97M-V/def2-TZVPD", "charge": 3, "relative_energy_ev": 0.000, "homo_energy_ev": [-14.73, -15.09], "gap_ev": [8.37, 5.97], "lumo_ev": [-6.4, -9.1], "spin_multiplicity": 5, "species": ["Pd", "I", "C", "C", "C", "I", "C", "O", "C", "C", "N", "C", "C", "C", "C", "C", "C", "N", "C", "H", "H", "H", "H", "H", "H", "H", "H", "H", "H", "H", "C", "C", "N", "C", "C", "C", "O", "O", "C", "O", "C", "C", "C", "F", "C", "C", "C", "N", "C", "C", "N", "C", "C", "H", "H", "H", "H", "H", "H", "H", "H", "H", "H", "H", "H", "H", "H", "H", "H", "H", "H", "S", "C", "N", "C", "C", "C", "C", "C", "C", "H", "H", "H", "H", "H"], "coordinates": [[0.2675, -0.1640, 2.6572], [4.8594, -2.0658, 8.1468], [4.0467, -1.7195, 6.3188], [3.7917, -2.8092, 5.4494], [3.2735, -2.5637, 4.2153], [2.8411, -4.0958, 2.8769], [2.9702, -1.2263, 3.7623], [2.5540, -1.0063, 2.6116], [3.1448, -0.1455, 4.7197], [2.7005, 1.2179, 4.2718], [1.2260, 1.2809, 4.1157], [0.5045, 1.1221, 5.3964], [0.1651, -0.3174, 5.6723], [0.1624, -0.8491, 6.9502], [-0.2349, -2.1650, 7.1270], [-0.6134, -2.9097, 6.0207], [-0.5677, -2.3179, 4.7726], [-0.1884, -1.0444, 4.6036], [3.7028, -0.3985, 5.9353], [4.0122, -3.8124, 5.7902], [3.1502, 1.4530, 3.3071], [3.0226, 1.9672, 4.9999], [0.9823, 2.1907, 3.7353], [-0.4237, 1.6928, 5.3224], [1.0758, 1.5449, 6.2268], [0.4603, -0.2363, 7.7904], [-0.2515, -2.6023, 8.1164], [-0.9394, -3.9356, 6.1149], [-0.8293, -2.8567, 3.8733], [3.8786, 0.4084, 6.6366], [1.6403, -3.1709, -4.6934], [0.3660, -3.4428, -3.9163], [0.1798, -2.5058, -2.7894], [0.5067, -2.9099, -1.5603], [0.4113, -2.1421, -0.4270], [0.7925, -2.7360, 0.8777], [1.6314, -3.7092, 0.7869], [0.3469, -2.3125, 1.9531], [-0.0076, -0.7765, -0.5347], [-0.0783, 0.0430, 0.4042], [-0.3521, -0.3431, -1.8876], [-0.7873, 0.9719, -2.1010], [-1.1229, 1.3900, -3.3507], [-1.4632, 2.6843, -3.5141], [-1.0728, 0.5445, -4.4834], [-0.6288, -0.7511, -4.2662], [-0.2618, -1.1984, -2.9871], [-1.4298, 1.0221, -5.7552], [-1.2423, 0.1668, -6.9136], [-0.9013, 1.0262, -8.1296], [-1.6903, 2.3192, -8.0757], [-2.9743, 2.1176, -7.3267], [-2.6261, 1.8739, -5.8647], [1.7418, -3.8989, -5.4971], [2.5127, -3.2628, -4.0468], [1.6526, -2.1734, -5.1322], [0.3843, -4.4407, -3.4830], [-0.5257, -3.4048, -4.5409], [0.8593, -3.9302, -1.4876], [-0.8316, 1.6649, -1.2710], [-0.5904, -1.4524, -5.0806], [-2.1152, -0.4666, -7.1098], [-0.3945, -0.4968, -6.7713], [-1.1615, 0.5267, -9.0608], [0.1494, 1.3047, -8.1528], [-1.8649, 2.6687, -9.0192], [-1.1366, 3.0325, -7.5966], [-3.4816, 1.2837, -7.8070], [-3.5872, 3.0091, -7.4364], [-3.5001, 1.4188, -5.3850], [-2.4469, 2.8298, -5.3817], [-3.7970, 2.1461, 2.5910], [-2.5988, 1.0209, 3.0379], [-1.3873, 1.2744, 2.6375], [-1.3501, 2.4405, 1.8769], [-0.2179, 2.9995, 1.2774], [-0.3625, 4.1812, 0.5847], [-1.6135, 4.8104, 0.4751], [-2.7378, 4.2638, 1.0525], [-2.5913, 3.0666, 1.7561], [-2.8417, 0.1531, 3.6352], [0.7447, 2.5043, 1.3284], [0.5015, 4.6337, 0.1172], [-1.6932, 5.7431, -0.0658], [-3.6991, 4.7524, 0.9734]]}